No. 1
Here is 5 unconnected molecules or ions with the total composition C40H67Cl2N2O8P in a non-equilibrium geometry from the OMol25 dataset. Energies are from ωB97M-V with the def2-TZVPD basis set.

Properties
Kohn-Sham gap, Ha: 0.29013
E, eV: -96259.4450
SMILES string: CCP(CC)c1c(Cl)c2c(c(CC(=O)Cl)c1CCCNCc1ccccc1O)C(=O)NC2=O.CCOCC.CCOCC.CCOCC.CCOCC

```
120
Properties=species:S:1:pos:R:3:forces:R:3
C 2.119360 -1.020603 -2.700650 0.12 -0.76 0.04
C 1.177292 -2.239130 -2.627989 -0.02 0.17 0.11
P -0.589032 -1.830188 -2.929320 -0.16 -0.10 -0.50
C -1.470789 -3.359592 -2.326583 0.24 0.41 -0.07
C -1.808960 -4.287234 -3.505991 0.20 0.06 0.53
C -1.169259 -0.530504 -1.736708 0.01 0.20 0.35
C -0.740028 -0.378330 -0.416190 0.31 -0.31 0.06
Cl 0.413862 -1.461157 0.294750 -0.16 0.09 -0.14
C -1.224869 0.635147 0.391838 0.22 -0.55 -0.06
C -2.174614 1.488240 -0.100203 -0.39 0.16 -0.10
C -2.673318 1.392095 -1.391091 0.12 -0.01 -0.16
C -3.750835 2.367269 -1.806949 -0.20 -0.10 0.72
C -4.970169 2.169207 -0.924232 0.09 0.51 -0.36
O -5.229868 1.175740 -0.357740 -0.15 -0.93 0.65
Cl -6.088141 3.537224 -0.828838 0.09 0.19 -0.24
C -2.146397 0.387546 -2.223529 -0.21 0.32 0.08
C -2.612050 0.292240 -3.658291 0.28 -0.38 0.03
C -3.552340 -0.887207 -3.955490 -0.10 0.24 -0.45
C -5.009622 -0.454112 -4.213486 0.27 -0.25 -0.42
N -6.000955 -1.495129 -4.052746 0.10 0.04 0.39
C -6.176207 -1.960578 -2.682862 -0.48 -0.07 -0.23
C -7.338800 -1.329655 -1.933411 0.15 0.22 0.22
C -7.142381 -1.069031 -0.575132 -0.52 0.10 0.01
C -8.118559 -0.467155 0.214461 0.18 -0.21 -0.44
C -9.326739 -0.104250 -0.362858 0.45 -0.18 0.02
C -9.549377 -0.381619 -1.705756 -0.09 0.16 0.08
C -8.579071 -0.991517 -2.493744 0.17 -0.11 0.36
O -8.877555 -1.243266 -3.821749 -0.22 0.04 0.19
C -2.532997 2.440290 0.991623 0.12 -0.88 0.25
O -3.223031 3.411032 0.950583 -0.38 0.62 -0.20
N -1.877236 1.983696 2.173762 1.14 1.06 -0.81
C -0.897541 1.018002 1.798469 -0.98 0.11 -0.68
O -0.000905 0.666854 2.491945 0.75 -0.26 0.61
H 2.836888 -1.175466 -3.500621 0.03 0.19 -0.22
H 1.609017 -0.078042 -2.861241 0.00 0.18 0.09
H 2.705637 -0.979521 -1.789723 -0.05 0.36 0.21
H 1.432379 -2.933466 -3.427194 -0.19 -0.09 -0.20
H 1.296604 -2.799165 -1.708612 0.09 0.00 0.14
H -0.842267 -3.853864 -1.589560 0.05 -0.12 0.10
H -2.354118 -3.031688 -1.787034 -0.23 0.04 -0.03
H -1.775908 -3.741654 -4.443237 -0.14 0.01 -0.19
H -2.789565 -4.735732 -3.375958 -0.09 -0.10 -0.09
H -1.073648 -5.084393 -3.550082 0.04 -0.17 -0.17
H -3.426228 3.393587 -1.670854 0.06 0.15 -0.29
H -4.114756 2.186005 -2.808818 0.07 0.25 -0.26
H -3.090048 1.202790 -3.999915 0.01 0.21 0.07
H -1.717579 0.180648 -4.263586 0.09 0.00 -0.11
H -3.207608 -1.347533 -4.880410 0.09 -0.22 -0.03
H -3.498407 -1.665311 -3.203827 -0.01 -0.01 0.33
H -5.043831 -0.151237 -5.259981 -0.13 0.27 -0.06
H -5.279735 0.430754 -3.637577 -0.17 -0.08 0.30
H -5.815064 -2.268884 -4.672020 0.07 0.02 -0.07
H -5.289760 -1.777487 -2.069190 0.15 -0.05 0.02
H -6.310846 -3.044298 -2.705355 -0.04 -0.09 0.01
H -6.199679 -1.333353 -0.118975 0.15 0.02 -0.04
H -7.913407 -0.272737 1.255459 -0.02 0.06 0.10
H -10.065279 0.387233 0.251163 -0.23 0.04 -0.11
H -10.497124 -0.121327 -2.153645 -0.04 -0.01 -0.16
H -9.035856 -2.186960 -3.913825 0.10 -0.04 -0.15
H -1.384172 2.795093 2.560254 -0.53 -0.27 0.79
C 1.240412 3.963673 -0.868927 0.03 0.01 -0.09
C 1.632813 2.518549 -0.613362 -0.04 0.11 0.07
O 2.583321 2.003494 -1.526957 -0.04 -0.10 -0.14
C 3.833767 2.666310 -1.558325 0.12 0.06 0.02
C 4.565661 2.653990 -0.227683 -0.07 -0.01 0.09
H 0.849787 4.077543 -1.882079 -0.01 -0.02 0.00
H 0.473742 4.277109 -0.158031 0.03 0.00 0.02
H 2.085322 4.644258 -0.759581 -0.02 0.02 0.09
H 0.752933 1.885421 -0.723663 0.05 -0.08 -0.09
H 1.985772 2.387904 0.415139 0.02 0.03 -0.02
H 3.718922 3.691538 -1.928207 -0.02 0.02 0.06
H 4.425707 2.132873 -2.303082 -0.06 -0.05 -0.02
H 4.014498 3.188945 0.547906 0.03 0.06 -0.03
H 5.542251 3.128361 -0.328696 0.02 -0.03 -0.02
H 4.709874 1.628448 0.116815 0.02 0.00 0.00
C 2.797018 6.530509 3.176145 0.05 -0.12 -0.04
C 1.335477 6.118150 3.196926 0.02 0.11 0.08
O 1.072655 4.899949 2.522997 -0.16 -0.08 -0.14
C 1.738067 3.751294 3.022040 0.05 -0.12 0.05
C 1.409854 3.418223 4.466310 -0.01 0.16 0.04
H 3.156287 6.610672 2.149019 -0.01 0.03 0.00
H 2.919708 7.497166 3.665212 -0.02 0.01 -0.01
H 3.433297 5.812692 3.695473 -0.01 0.03 0.06
H 0.739141 6.869319 2.678796 -0.04 -0.06 -0.05
H 0.959540 6.075274 4.225039 0.05 -0.03 0.02
H 2.821455 3.841362 2.880091 0.01 0.04 0.05
H 1.409684 2.929463 2.385384 -0.02 0.02 0.00
H 1.732727 4.204003 5.150890 0.05 -0.02 0.00
H 1.908403 2.494468 4.758973 -0.03 -0.03 -0.04
H 0.334191 3.288011 4.595260 0.00 -0.05 0.01
C 2.035830 -5.734735 5.328210 -0.12 -0.01 -0.02
C 2.492090 -5.198042 3.982253 0.07 0.05 0.07
O 1.549375 -5.372303 2.940936 0.03 -0.09 -0.13
C 0.292138 -4.746252 3.127944 -0.13 0.06 0.03
C 0.368244 -3.237581 3.282115 0.18 -0.04 0.06
H 1.787973 -6.794356 5.252063 0.03 -0.01 0.00
H 2.828134 -5.613683 6.067641 0.02 -0.01 -0.01
H 1.153030 -5.212761 5.699367 0.04 0.05 0.03
H 3.381661 -5.739624 3.659394 -0.03 -0.02 -0.07
H 2.780454 -4.143839 4.064953 -0.04 0.01 0.04
H -0.239013 -5.197322 3.974062 0.03 0.03 0.04
H -0.285250 -4.989167 2.234864 0.06 -0.05 -0.02
H 0.926108 -2.943671 4.172538 -0.07 0.00 0.03
H -0.633460 -2.814586 3.364562 -0.01 0.00 -0.04
H 0.860932 -2.791910 2.417923 -0.03 -0.05 0.15
C 9.918943 -1.526437 0.612126 -0.08 -0.03 -0.08
C 9.249319 -0.303340 1.215023 0.06 -0.05 0.08
O 8.204148 0.231991 0.424315 -0.02 0.16 -0.08
C 7.114781 -0.632956 0.161553 -0.10 -0.10 0.00
C 6.392853 -1.115828 1.408301 0.09 0.02 0.08
H 10.310563 -1.296645 -0.379700 0.02 0.01 0.01
H 10.743908 -1.852270 1.246364 0.01 0.02 0.00
H 9.227804 -2.364126 0.510451 0.01 -0.02 0.06
H 9.980078 0.500147 1.308672 -0.05 0.05 -0.04
H 8.890878 -0.519234 2.227929 -0.01 -0.06 -0.01
H 7.436906 -1.480383 -0.454184 0.01 -0.04 0.05
H 6.420972 -0.053442 -0.448492 0.08 0.08 -0.03
H 7.039064 -1.716403 2.049822 -0.02 -0.06 -0.03
H 5.535960 -1.731137 1.131496 -0.01 0.02 -0.02
H 6.038780 -0.267391 1.996151 -0.03 0.00 -0.02
```
Forces are in eV/Å.

These are the Mulliken partial charges, in e, on atoms 1 to 4:
1. C -1.01
2. C -0.51
3. P -0.09
4. C -0.55

No. 2
Here is a molecular structure, C40H67CrO6SeSi in a non-equilibrium geometry from the OMol25 dataset. Energies are from ωB97M-V with the def2-TZVPD basis set.

Properties
Kohn-Sham gap (spin up / spin down), Ha: 0.25164 / 0.27375
Charge: -1
ΔE to the lowest compared entry with this formula, charge and spin, kJ/mol: 37.3
Expectation value of S²: 6.01
2S+1: 5
E, eV: -156509.0542

```
116
Properties=species:S:1:pos:R:3:forces:R:3
Cr 1.310650 0.013279 -0.596421 0.68 -1.42 0.61
C -4.555233 2.908690 -4.958036 0.24 0.07 0.11
C -3.208761 3.465802 -4.479422 -0.07 0.18 -0.14
C -2.502072 4.100628 -5.686578 -0.13 -0.06 0.13
C -3.494432 4.549650 -3.427659 0.00 -0.16 -0.16
C -2.314205 2.387692 -3.876366 -0.04 0.02 -0.03
C -1.151192 2.734965 -3.206567 -0.01 0.00 0.11
C -0.378439 1.770166 -2.588573 0.39 -0.29 0.08
Se 1.264788 2.247577 -1.654355 -0.56 0.75 -0.17
C 0.625747 2.950394 0.047742 0.23 -0.24 -0.01
C 0.053752 4.202131 0.131637 -0.05 -0.16 -0.10
C -0.431618 4.672335 1.345044 -0.08 0.00 0.17
C -0.327984 3.815439 2.437737 -0.03 0.26 -0.29
C 0.255105 2.561147 2.394878 0.18 -0.34 -0.20
C 0.847559 2.113245 1.181768 -0.48 1.03 -0.26
O 1.541403 1.030862 1.066725 0.41 -0.55 0.10
C 0.137955 1.691390 3.642160 -0.02 -0.13 0.25
C 0.763854 0.306971 3.493476 -0.05 0.12 0.08
C -1.356939 1.489348 3.944497 0.19 0.02 0.03
C 0.820349 2.377928 4.832967 -0.12 -0.04 -0.13
C -1.037094 6.066672 1.438743 0.00 0.15 -0.02
C -1.618355 6.374442 2.823656 0.12 -0.08 -0.27
C -2.159985 6.221190 0.402434 0.15 0.00 0.17
C 0.072379 7.091603 1.160614 -0.18 -0.08 0.05
C -0.670148 0.381612 -2.652742 -0.35 0.93 -0.31
O 0.085725 -0.492881 -2.068058 0.18 -0.61 0.19
C -1.849747 0.033949 -3.379916 0.26 -0.30 0.13
C -2.615983 1.026664 -3.952791 0.01 0.33 0.01
C -2.314950 -1.417320 -3.379744 -0.08 -0.19 -0.01
C -2.695866 -1.730327 -1.927026 0.04 0.00 -0.07
C -1.193846 -2.343919 -3.859460 0.11 0.06 0.17
C -3.532842 -1.680519 -4.275501 0.20 0.12 0.20
H -5.197234 3.722623 -5.296004 0.00 0.07 -0.03
H -4.418511 2.223965 -5.791803 -0.05 -0.13 -0.08
H -5.064791 2.387671 -4.150724 -0.11 -0.09 0.06
H -3.122253 4.877133 -6.134992 -0.06 0.11 -0.04
H -1.554842 4.543802 -5.392904 0.16 0.07 0.03
H -2.302065 3.343081 -6.440868 0.06 -0.08 -0.11
H -4.191698 5.289398 -3.820521 -0.05 0.09 -0.06
H -3.928997 4.101511 -2.537427 -0.06 -0.02 0.14
H -2.585589 5.066257 -3.134681 0.12 0.09 0.08
H -0.832159 3.765218 -3.132146 -0.03 0.13 -0.01
H -0.019967 4.791836 -0.772743 -0.03 0.11 -0.03
H -0.737835 4.138621 3.382048 -0.06 0.03 0.09
H 0.324824 -0.233721 2.662660 0.04 -0.14 -0.03
H 1.828612 0.389338 3.317108 0.12 -0.12 -0.02
H 0.605106 -0.261142 4.408891 -0.09 -0.05 0.19
H -1.848567 1.025047 3.092202 -0.07 -0.07 -0.09
H -1.476424 0.838950 4.809983 -0.03 -0.08 0.11
H -1.859290 2.430280 4.152998 -0.09 0.13 0.03
H 1.872885 2.536799 4.609731 0.14 0.03 0.02
H 0.368609 3.341589 5.057472 -0.03 0.13 0.06
H 0.743724 1.747382 5.718577 0.00 -0.04 0.11
H -2.398173 5.664515 3.090348 -0.09 -0.08 0.08
H -0.838282 6.350652 3.581854 0.02 -0.03 0.15
H -2.054228 7.374135 2.820475 -0.02 0.05 0.00
H -2.916150 5.452622 0.547068 -0.10 -0.08 0.00
H -2.632695 7.197211 0.501445 -0.06 0.14 -0.03
H -1.778085 6.130867 -0.610356 0.02 -0.02 -0.15
H 0.868511 6.973388 1.892939 0.12 0.03 0.05
H 0.496724 6.944602 0.171369 0.08 0.01 -0.13
H -0.315019 8.107339 1.227507 -0.04 0.16 -0.02
H -3.510824 0.733593 -4.474843 -0.10 -0.06 -0.05
H -1.821649 -1.623624 -1.293309 0.02 -0.03 0.13
H -3.460051 -1.029683 -1.588245 -0.08 0.01 0.04
H -3.082138 -2.742870 -1.827882 -0.05 -0.19 0.00
H -0.296296 -2.180195 -3.270888 0.03 -0.10 -0.08
H -1.491042 -3.385915 -3.758042 -0.10 -0.17 -0.02
H -0.967689 -2.146312 -4.905733 0.02 0.00 -0.16
H -4.407099 -1.125021 -3.942691 -0.15 0.06 0.00
H -3.316349 -1.416557 -5.308459 -0.03 0.06 -0.17
H -3.778961 -2.743909 -4.246516 0.02 0.00 0.04
C 4.910435 -5.328520 -0.002885 -0.29 0.08 -0.07
C 3.487309 -5.350490 -0.572218 0.36 -0.69 -0.25
C 3.529180 -5.727438 -2.061010 -0.04 0.13 0.41
C 2.661520 -6.381090 0.207543 0.09 0.31 -0.19
O 2.916026 -4.073189 -0.518194 -0.09 0.04 -0.26
Si 2.392723 -3.145915 0.731053 -0.14 -0.19 -0.23
O 2.038135 -1.736156 0.154727 -0.42 1.14 -0.22
O 3.617073 -3.296080 1.815721 0.03 -0.08 -0.22
C 3.864030 -2.655300 3.034970 0.44 0.28 0.80
C 5.095154 -3.343026 3.647309 -0.35 0.12 -0.17
C 4.181702 -1.174863 2.801840 -0.13 -0.32 -0.14
C 2.661680 -2.793224 3.970167 0.26 -0.08 -0.29
O 1.108825 -3.892053 1.482386 0.51 0.05 0.16
C -0.220783 -3.851533 1.023775 -0.79 -0.08 -0.04
C -0.967100 -4.978242 1.753413 0.27 0.37 -0.22
C -0.848230 -2.498365 1.373076 0.27 -0.19 -0.11
C -0.280973 -4.049756 -0.490558 0.12 -0.03 0.29
H 5.379139 -6.305035 -0.101801 0.07 -0.13 -0.04
H 4.865116 -5.042282 1.040937 0.11 -0.04 0.16
H 5.505362 -4.587324 -0.527691 0.13 0.12 -0.12
H 3.951762 -6.719680 -2.205355 0.06 -0.12 -0.02
H 4.128403 -4.996458 -2.596535 0.11 0.07 -0.10
H 2.522774 -5.700624 -2.469520 -0.16 -0.03 -0.07
H 3.164961 -7.345650 0.208625 0.05 -0.11 0.01
H 1.678194 -6.498456 -0.240261 -0.14 -0.04 -0.03
H 2.531456 -6.031142 1.225941 -0.04 -0.07 0.23
H 5.935282 -3.253822 2.961955 0.11 0.00 -0.06
H 4.896942 -4.400728 3.814234 -0.04 -0.09 0.03
H 5.357004 -2.874625 4.594186 0.05 0.03 0.11
H 5.113432 -1.077405 2.247779 0.10 0.01 -0.07
H 4.278975 -0.654810 3.753681 -0.01 0.11 0.05
H 3.387117 -0.732455 2.205368 -0.07 0.19 0.01
H 2.441492 -3.846948 4.131075 -0.07 -0.08 0.02
H 1.801830 -2.330452 3.497954 -0.23 0.09 0.09
H 2.865327 -2.313673 4.924449 -0.02 0.09 0.13
H -0.920572 -4.807920 2.825357 -0.01 0.02 0.18
H -0.495079 -5.932050 1.538783 0.05 -0.19 -0.07
H -2.007485 -5.007197 1.440986 -0.17 -0.04 -0.03
H -0.797440 -2.329080 2.445690 0.01 0.05 0.16
H -1.886285 -2.460164 1.054058 -0.17 0.03 -0.06
H -0.276685 -1.721511 0.859870 -0.16 0.04 0.12
H 0.286402 -4.931462 -0.771369 -0.01 -0.17 -0.08
H 0.180852 -3.191323 -0.970310 -0.03 0.10 -0.24
H -1.308601 -4.153758 -0.826961 -0.13 0.03 -0.08
```
Forces are in eV/Å.

These are the Mulliken partial charges, in e, on atoms 1 to 4:
1. Cr 1.30
2. C -2.24
3. C 2.45
4. C -1.78